Here is 2 unconnected molecules or ions with the total composition C38H36N3O2 from OMol25. Energies are from ωB97M-V/def2-TZVPD.

Geometry (Å):
C: 1.630 4.808 0.635
N: 1.297 3.937 -0.467
C: 2.083 3.848 -1.592
O: 3.054 4.559 -1.829
C: 1.557 2.682 -2.424
C: 2.680 1.771 -2.922
C: 3.243 0.981 -1.766
C: 4.157 1.546 -0.866
C: 4.419 0.885 0.342
C: 3.717 -0.286 0.666
C: 2.957 -0.935 -0.315
C: 2.779 -0.318 -1.547
N: 0.621 2.053 -1.503
C: 0.171 0.795 -1.563
C: -0.613 0.280 -0.537
C: -0.885 -1.081 -0.375
C: -2.247 -1.510 -0.149
C: -2.888 -2.321 -1.123
C: -4.279 -2.312 -1.220
C: -5.053 -1.641 -0.257
C: -4.422 -0.955 0.797
C: -3.029 -0.890 0.861
C: 0.328 2.870 -0.309
C: -1.083 3.364 -0.248
C: -1.506 4.390 -1.015
C: -2.829 4.981 -0.926
C: -3.142 6.100 -1.735
C: -4.393 6.704 -1.670
C: -5.363 6.219 -0.777
C: -5.073 5.108 0.029
C: -3.820 4.493 -0.036
H: 2.376 5.527 0.286
H: 0.733 5.345 0.963
H: 2.041 4.228 1.480
H: 1.005 3.122 -3.271
H: 2.283 1.111 -3.706
H: 3.471 2.390 -3.370
H: 4.624 2.508 -1.111
H: 5.156 1.302 1.035
H: 3.776 -0.715 1.668
H: 2.467 -1.899 -0.155
H: 2.174 -0.819 -2.306
H: 0.441 0.193 -2.435
H: -1.102 0.981 0.154
H: -0.133 -1.813 -0.659
H: -2.249 -2.824 -1.858
H: -4.766 -2.862 -2.027
H: -6.143 -1.651 -0.330
H: -5.021 -0.494 1.588
H: -2.518 -0.316 1.645
H: 0.545 2.293 0.612
H: -1.761 2.823 0.415
H: -0.810 4.841 -1.736
H: -2.376 6.471 -2.420
H: -4.622 7.551 -2.318
H: -6.339 6.703 -0.707
H: -5.828 4.710 0.710
H: -3.599 3.627 0.591
C: 2.463 -8.821 2.319
O: 2.077 -8.102 1.131
C: 1.787 -6.779 1.225
C: 1.942 -5.993 2.381
C: 1.551 -4.639 2.355
C: 0.877 -4.100 1.186
C: 0.713 -4.937 0.051
C: 1.205 -6.218 0.049
N: 0.397 -2.827 1.191
C: 0.610 -2.045 2.242
C: 1.316 -2.467 3.385
C: 1.779 -3.766 3.432
H: 2.505 -9.864 1.994
H: 3.444 -8.468 2.669
H: 1.725 -8.685 3.123
H: 2.351 -6.410 3.306
H: 0.193 -4.535 -0.817
H: 1.085 -6.883 -0.802
H: 0.267 -1.012 2.208
H: 1.474 -1.771 4.199
H: 2.346 -4.139 4.277

For the lowest unoccupied orbital energy, the calculation gives -4.3 eV. Its net charge is +1. Its relative energy (zero: lowest compared OMol25 entry of this formula, charge and spin) is 0.905 eV. The calculated total energy is -1784.0994 Eh. Its HOMO energy is -10.549 eV.

Atom charges from the Löwdin analysis, given in e for atoms 1 to 2: number 1, C, carries 0.000; number 2, N, carries -0.049


Here is a molecular structure, C37H29F2N8O3Tl from OMol25. Energies are from ωB97M-V/def2-TZVPD.

Geometry (Å):
Tl: -0.151 -0.258 0.228
C: -3.772 -4.362 -0.943
C: -5.076 -3.809 -1.113
C: -5.323 -2.521 -0.632
C: -4.181 -1.793 -0.052
N: -2.959 -2.299 0.001
C: -2.760 -3.549 -0.444
N: -4.564 -0.655 0.516
C: -4.111 0.254 1.345
N: -2.824 0.618 1.720
C: -2.971 1.486 2.761
N: -2.079 2.079 3.497
C: -0.818 1.740 3.726
C: -0.119 2.754 4.499
C: 1.192 2.522 4.869
C: 1.838 1.344 4.344
C: 1.081 0.465 3.606
N: -0.180 0.678 3.264
C: -4.396 1.794 3.004
C: -5.001 2.737 3.856
C: -6.391 2.844 3.815
C: -7.118 2.028 2.989
C: -6.525 1.079 2.147
C: -5.131 1.058 2.125
H: -3.578 -5.371 -1.271
H: -5.828 -4.467 -1.580
H: -6.253 -2.004 -0.771
H: -1.743 -3.899 -0.260
H: -0.704 3.641 4.776
H: 1.796 3.170 5.581
H: 2.871 1.095 4.475
H: 1.519 -0.532 3.260
H: -4.331 3.395 4.406
H: -6.862 3.611 4.452
H: -8.222 2.101 2.906
H: -7.102 0.373 1.537
F: -2.988 2.978 -2.986
C: -2.140 1.939 -3.166
C: -1.772 1.314 -1.932
C: -0.825 0.342 -1.973
C: -0.333 -0.132 -3.214
C: -0.615 0.695 -4.361
F: 0.137 0.584 -5.521
C: -1.615 1.652 -4.358
C: 0.416 -1.389 -3.371
C: 0.460 -2.048 -4.626
C: 1.110 -3.253 -4.666
C: 1.766 -3.775 -3.569
C: 1.695 -3.040 -2.360
N: 0.975 -1.919 -2.265
H: -2.311 1.663 -1.070
H: -1.893 2.114 -5.315
H: 0.034 -1.564 -5.554
H: 1.182 -3.757 -5.643
H: 2.311 -4.728 -3.576
H: 2.124 -3.405 -1.420
C: 4.751 -0.249 -2.908
C: 5.588 -0.499 -1.592
C: 4.983 0.101 -0.343
C: 5.926 -0.154 0.869
C: 5.388 0.355 2.264
C: 4.865 1.593 -0.495
O: 5.668 2.336 -1.042
N: 3.690 2.126 0.035
C: 2.553 1.450 0.464
O: 1.540 2.121 0.683
N: 2.597 0.105 0.465
C: 3.647 -0.571 -0.067
O: 3.552 -1.774 -0.317
H: 5.217 -0.726 -3.813
H: 4.654 0.797 -3.198
H: 3.707 -0.655 -2.840
H: 6.613 -0.093 -1.788
H: 5.692 -1.551 -1.430
H: 6.937 0.259 0.664
H: 6.001 -1.266 0.871
H: 5.121 1.417 2.292
H: 6.256 0.323 2.920
H: 4.517 -0.187 2.689
H: 3.594 3.124 -0.074

For the lowest unoccupied orbital energy, the calculation gives 4.5 eV. Its net charge is -2. Its relative energy (zero: lowest compared OMol25 entry of this formula, charge and spin) is 0.000 eV. The calculated total energy is -2463.3961 Eh. Its HOMO energy is -0.760 eV.

Atom charges from the Löwdin analysis, given in e for atoms 1 to 2: number 1, Tl, carries 0.799; number 2, C, carries -0.115


Here is a molecular structure, C15H27BrI2N4O7P from OMol25. Energies are from ωB97M-V/def2-TZVPD.

Geometry (Å):
C: 0.098 -4.443 -2.603
P: -0.469 -3.647 -4.138
O: 0.645 -3.979 -5.234
N: -0.100 -1.808 -3.795
O: -0.281 -1.183 -5.040
C: 1.325 -1.578 -3.435
C: 1.621 -0.223 -2.841
O: 1.471 0.842 -3.729
C: 0.829 -0.091 -1.501
Br: 2.060 -0.830 -0.134
I: 0.569 1.973 -0.992
C: -0.451 -0.972 -1.418
C: -1.557 -0.557 -0.450
C: -1.147 -0.678 0.999
O: -0.635 0.152 1.674
I: -1.563 -2.625 1.841
C: -1.112 -1.336 -2.755
N: -2.074 -0.440 -3.329
C: -1.879 0.752 -3.533
O: -1.700 1.841 -3.809
H: -0.577 -5.281 -2.453
H: 1.095 -4.858 -2.758
H: 0.130 -3.795 -1.733
H: 1.561 -3.995 -4.913
H: -1.039 -1.620 -5.471
H: 1.907 -1.747 -4.338
H: 1.643 -2.333 -2.714
H: 2.673 -0.250 -2.568
H: 0.709 0.748 -4.312
H: -0.108 -1.933 -1.028
H: -2.001 0.410 -0.671
H: -2.356 -1.286 -0.593
H: -1.693 -2.231 -2.515
C: -4.733 -0.488 4.217
O: -4.463 -0.817 3.076
N: -3.869 0.073 5.078
C: -4.255 0.442 6.427
C: -2.505 0.318 4.640
H: -5.740 -0.627 4.644
H: -4.120 1.514 6.580
H: -3.647 -0.096 7.156
H: -5.300 0.194 6.593
H: -2.499 0.983 3.775
H: -2.026 -0.617 4.349
H: -1.942 0.774 5.450
C: 3.755 2.299 1.469
O: 4.655 1.483 1.522
N: 3.922 3.632 1.518
C: 2.805 4.551 1.449
C: 5.273 4.158 1.646
H: 2.699 1.994 1.368
H: 2.906 5.210 0.584
H: 2.759 5.163 2.352
H: 1.875 3.993 1.362
H: 5.884 3.836 0.803
H: 5.735 3.788 2.560
H: 5.235 5.244 1.672

For the lowest unoccupied orbital energy, the calculation gives -3.0 eV. Its net charge is +1. The calculated total energy is -4843.9275 Eh. Its HOMO energy is -10.998 eV.

Atom charges from the Löwdin analysis, given in e for atoms 1 to 2: number 1, C, carries -0.200; number 2, P, carries 1.004


Here is a single C4H2Cl2 molecule from OMol25. Energies are from ωB97M-V/def2-TZVPD.

Geometry (Å):
C: -2.467 -1.723 -1.445
C: -1.528 -0.930 -1.244
C: -0.535 -0.011 -1.038
C: 0.368 0.175 -0.050
Cl: 1.414 1.484 -0.004
Cl: 0.287 -0.516 1.522
H: -3.407 -2.394 -1.461
H: -0.538 0.868 -1.693

For the lowest unoccupied orbital energy, the calculation gives -0.1 eV. The SMILES is C#CC=C(Cl)Cl. Its relative energy (zero: lowest compared OMol25 entry of this formula, charge and spin) is 0.575 eV. The calculated total energy is -1073.8915 Eh. Its HOMO energy is -8.980 eV.

Atom charges from the Löwdin analysis, given in e for atoms 1 to 2: number 1, C, carries 0.125; number 2, C, carries -0.174


Here is a single C4H7NO molecule from OMol25. Energies are from ωB97M-V/def2-TZVPD.

Geometry (Å):
C: -1.256 -0.859 0.323
C: -0.493 -0.115 -0.740
N: -0.168 1.287 -0.245
C: 1.284 1.106 0.127
C: 1.051 -0.461 -0.405
O: 1.698 -1.533 -0.063
H: -1.107 -1.874 -0.359
H: -2.280 -0.697 0.365
H: -0.695 -0.757 1.263
H: -1.011 -0.222 -1.673
H: -0.742 1.412 0.780
H: 1.986 1.744 -0.482
H: 1.734 0.970 1.110

For the lowest unoccupied orbital energy, the calculation gives 0.6 eV. The SMILES is C[C@H]1NCC1=O. Its relative energy (zero: lowest compared OMol25 entry of this formula, charge and spin) is 4.257 eV. The calculated total energy is -286.4752 Eh. Its HOMO energy is -9.467 eV.

Atom charges from the Löwdin analysis, given in e for atoms 1 to 2: number 1, C, carries -0.077; number 2, C, carries -0.325


Here is a molecular structure, C3H9S2 from OMol25. Energies are from ωB97M-V/def2-TZVPD.

Geometry (Å):
C: -0.473 -3.012 -0.776
S: -1.729 -1.711 -0.895
H: -0.322 -3.376 0.234
H: 0.466 -2.615 -1.164
H: -0.769 -3.845 -1.426
C: 0.897 2.511 0.218
C: -0.043 1.470 0.829
S: 0.638 -0.210 0.801
H: 1.910 2.332 0.556
H: 0.875 2.373 -0.867
H: 0.541 3.525 0.435
H: -0.996 1.514 0.286
H: -0.294 1.776 1.850
H: -0.701 -0.733 -0.081

For the lowest unoccupied orbital energy, the calculation gives 3.9 eV. Its net charge is -1. Its relative energy (zero: lowest compared OMol25 entry of this formula, charge and spin) is 0.553 eV. The calculated total energy is -916.0943 Eh. Its HOMO energy is -2.996 eV.

Atom charges from the Löwdin analysis, given in e for atoms 1 to 2: number 1, C, carries -0.628; number 2, S, carries 0.282